Arrangement A

17
Properties=species:S:1:pos:R:3:mulliken_charge:R:1 method="wB97M-V/def2-TZVPD" orbital_gap_ev=6.9 homo_ev=-6.34 spin_multiplicity=1
O -0.911 -2.422 0.482 -0.481
N -0.679 -0.219 1.077 0.000
C 1.743 -0.570 -0.740 -0.975
C -0.732 1.889 -0.199 -1.083
C -0.896 -1.103 0.115 -0.250
C -0.071 1.011 0.834 -0.542
H 0.177 1.516 1.760 0.425
H -0.301 2.888 -0.159 0.349
H 1.783 -1.558 -0.287 0.257
H -0.459 -0.649 1.970 0.250
H -1.130 -0.806 -0.893 0.362
H -1.408 -2.938 -0.161 0.357
H 1.118 0.331 -0.002 0.176
H 1.389 -0.669 -1.765 0.244
H -0.564 1.492 -1.202 0.264
H 2.759 -0.176 -0.769 0.360
H -1.819 1.982 -0.059 0.287

***

Arrangement B

17
Properties=species:S:1:pos:R:3:mulliken_charge:R:1 method="wB97M-V/def2-TZVPD" orbital_gap_ev=7.1 homo_ev=-6.55 spin_multiplicity=1
O -0.051 -0.332 -0.918 -0.728
N -1.824 0.879 0.478 -0.259
C -0.528 1.551 0.790 -0.509
C 0.438 1.380 -0.192 -0.420
C 1.178 -1.812 0.597 -0.932
C 0.881 -1.382 -0.836 -0.393
H 1.793 -1.055 -1.357 0.307
H 2.039 -2.491 0.602 0.366
H 0.417 1.771 -1.211 0.195
H 0.495 -2.184 -1.480 0.297
H 1.396 -0.920 1.180 0.243
H -2.391 0.854 1.315 0.319
H -2.313 1.384 -0.267 0.309
H -0.472 1.931 1.794 0.337
H -1.502 -0.034 0.073 0.370
H 1.423 1.047 0.141 0.256
H 0.376 -2.438 0.993 0.242

***

Short version: arrangement A is the most stable of them.

***

Arrangement A

17
Properties=species:S:1:pos:R:3:mulliken_charge:R:1 method="wB97M-V/def2-TZVPD" orbital_gap_ev=9.8 homo_ev=-8.95 spin_multiplicity=1 smiles="C=CCNC.O"
O -0.325 0.178 -2.930 -0.685
N -0.954 -0.105 -0.035 -0.347
C 0.249 0.000 0.876 -0.397
C 2.292 1.376 0.944 -0.686
C 1.136 1.049 0.316 -0.338
C -1.804 -1.274 0.285 -0.923
H 0.642 -1.033 0.864 0.300
H -1.087 -2.082 0.066 0.324
H 0.389 -0.456 -3.072 0.303
H -2.025 -1.397 1.337 0.349
H -0.224 0.071 1.861 0.325
H 2.942 0.644 1.423 0.268
H -2.516 -1.592 -0.475 0.344
H 2.609 2.413 1.080 0.237
H -0.711 -0.147 -2.094 0.319
H -1.523 0.723 0.115 0.202
H 0.910 1.632 -0.560 0.404

***

Arrangement B

17
Properties=species:S:1:pos:R:3:mulliken_charge:R:1 method="wB97M-V/def2-TZVPD" orbital_gap_ev=9.2 homo_ev=-8.30 spin_multiplicity=1 smiles="CC/C=C/N.O"
O -3.471 -1.056 -0.373 -0.673
N -0.310 1.441 2.229 -0.489
C 0.251 0.485 1.330 -0.173
C 0.028 0.356 0.016 -0.483
C 1.799 -0.270 -1.637 -1.092
C 0.690 -0.771 -0.763 -0.336
H -0.115 -1.214 -1.289 0.222
H 0.624 -0.311 1.924 0.315
H -0.587 1.019 -0.628 0.386
H -3.281 -0.411 0.416 0.340
H -0.677 2.360 2.102 0.206
H 1.645 0.779 -1.844 0.334
H -2.586 -1.130 -0.663 0.322
H 2.795 -0.403 -1.131 0.254
H 0.299 1.405 3.025 0.208
H 1.087 -1.576 -0.085 0.309
H 1.810 -0.702 -2.628 0.352

***

Short version: arrangement B is the most stable of them.